# 1
75
Properties=species:S:1:pos:R:3:forces:R:3 method="wB97M-V/def2-TZVPD" total_charge=+2 max_force_ev_per_a=0.91 energy_ha=-3936.565430 homo_lumo_gap_ha=0.2635
Ta 0.2970 0.7739 -0.6482 -0.373 0.208 0.135
C 0.1171 -6.7987 2.1759 0.007 -0.009 -0.011
C 0.5495 -5.4768 1.6162 -0.011 -0.037 0.011
C 1.5721 -5.4167 0.6652 0.016 -0.001 -0.008
C 1.9994 -4.2100 0.1490 -0.041 -0.009 0.005
C 1.3671 -3.0412 0.5750 -0.054 -0.010 0.124
C 0.3477 -3.0671 1.5218 -0.021 -0.073 -0.030
C -0.0493 -4.2895 2.0356 -0.012 0.065 0.018
S 1.9376 -1.5402 -0.0746 0.132 0.112 -0.892
O 3.3363 -1.6203 -0.3028 0.000 0.022 0.293
O 1.1487 -1.1325 -1.3117 -0.056 -0.061 0.518
N 1.3670 -0.3248 0.7990 -0.132 -0.224 -0.364
C 1.7350 0.0567 2.0910 -0.032 -0.065 -0.007
C 2.4720 -0.6344 3.0087 0.067 0.038 0.145
C 2.7213 -0.0390 4.2687 0.011 -0.114 -0.097
C 2.2533 1.2075 4.5637 -0.037 0.101 0.028
C 1.5077 1.9378 3.6030 0.014 0.051 0.071
C 1.0581 3.2609 3.7848 0.039 -0.051 0.057
C 0.4244 3.8973 2.7518 -0.040 -0.011 -0.120
C 0.2056 3.2164 1.5499 -0.064 0.173 0.021
N 0.5531 1.9523 1.3486 0.193 -0.134 -0.129
C 1.2362 1.3336 2.3688 0.033 0.100 0.076
H 0.9768 -7.3637 2.5366 -0.002 0.002 0.000
H -0.3607 -7.4010 1.4013 0.004 -0.003 0.000
H -0.5859 -6.6778 2.9970 -0.001 0.003 0.002
H 2.0542 -6.3307 0.3423 -0.002 -0.002 0.003
H 2.8142 -4.1694 -0.5615 0.002 0.024 0.004
H -0.1213 -2.1523 1.8635 0.033 -0.009 0.000
H -0.8282 -4.3228 2.7868 0.002 -0.005 0.005
H 2.8796 -1.6122 2.7844 -0.011 0.016 -0.011
H 3.3049 -0.5851 4.9963 0.001 0.001 0.002
H 2.4611 1.6621 5.5233 -0.003 0.005 -0.004
H 1.2429 3.7731 4.7209 0.008 -0.020 0.009
H 0.1021 4.9248 2.8350 -0.004 0.000 -0.010
H -0.2444 3.7385 0.7211 0.007 -0.027 0.033
C -2.3143 -3.0503 -0.6670 -0.098 0.072 0.066
C -1.3315 -2.0981 -0.9536 0.189 -0.166 -0.134
N -1.4062 -0.8267 -0.5742 -0.135 -0.004 0.066
C -2.5707 -0.4438 0.0288 0.053 0.165 0.029
C -3.5897 -1.3224 0.3818 -0.130 -0.228 0.008
C -3.4246 -2.6824 0.0435 0.079 0.101 -0.007
C -4.7953 -0.8081 0.9675 0.020 0.000 0.010
C -5.0087 0.5216 1.0497 0.092 0.033 -0.028
C -4.0237 1.4446 0.5587 -0.159 -0.064 0.057
C -4.2676 2.8194 0.3940 -0.089 0.041 0.039
C -3.3261 3.5907 -0.2295 0.156 -0.007 -0.068
C -2.0994 3.0217 -0.5945 -0.053 -0.041 0.039
N -1.8049 1.7453 -0.3728 -0.065 0.039 0.208
C -2.7923 0.9586 0.1300 0.184 -0.047 -0.082
H -2.1703 -4.0650 -1.0079 0.018 -0.004 -0.015
H -0.4545 -2.3959 -1.5081 -0.101 0.065 0.049
H -4.1899 -3.4032 0.3009 -0.026 0.005 0.004
H -5.5519 -1.5096 1.2928 -0.003 -0.014 -0.009
H -5.9389 0.9119 1.4400 -0.008 0.008 -0.001
H -5.2127 3.2419 0.7118 0.001 -0.005 0.005
H -3.4993 4.6353 -0.4436 0.001 0.006 0.003
H -1.3397 3.6210 -1.0715 0.028 0.030 -0.008
F 2.5736 0.8440 -5.3337 0.042 -0.084 0.037
C 2.6488 0.2414 -4.1604 0.046 0.261 -0.077
F 1.6282 -0.5660 -3.9946 -0.093 0.006 0.031
F 3.7788 -0.4196 -4.0379 0.038 -0.051 -0.011
S 2.7299 1.6053 -2.8691 0.234 0.163 -0.388
O 2.3686 1.0163 -1.5931 0.287 -0.015 0.460
O 3.9925 2.2024 -3.0354 0.045 0.103 0.070
N 1.4810 2.6480 -3.2387 -0.071 -0.510 -0.027
S 1.5715 4.2090 -3.9873 -0.121 -0.074 0.040
O 0.7256 5.0320 -3.2067 -0.026 0.037 -0.004
O 2.9291 4.4611 -4.2652 0.102 -0.020 -0.060
C 0.6757 3.8377 -5.5769 -0.018 -0.002 0.041
F 1.4567 3.1307 -6.3666 0.010 0.001 -0.006
F -0.4269 3.1544 -5.2991 0.020 0.035 -0.024
F 0.3749 4.9929 -6.1291 -0.009 0.005 -0.017
O -0.0596 1.0608 -2.5652 0.239 0.320 -0.187
N 0.2577 2.4543 -2.5476 -0.132 -0.083 0.337
O 0.5539 2.6601 -1.1566 -0.222 -0.131 -0.322


# 2
69
Properties=species:S:1:pos:R:3:forces:R:3 method="wB97M-V/def2-TZVPD" total_charge=+2 spin_multiplicity=2 max_force_ev_per_a=1.18 energy_ha=-2894.846719 homo_lumo_gap_ha="0.2300 / 0.1659"
Rh 0.7936 0.2184 0.4082 -0.268 0.470 -1.050
C -3.1018 -0.0103 -1.1034 -0.065 0.012 0.054
C -1.7520 -0.2845 -1.2423 0.129 -0.122 0.000
N -1.1253 0.0046 -0.0918 0.190 0.273 0.260
N -2.0405 0.4950 0.7747 -0.058 -0.079 0.098
C -3.2438 0.4713 0.1879 0.021 -0.058 -0.075
B -1.6552 0.9127 2.2305 0.122 -0.191 0.070
N -0.7921 -0.2597 2.8050 0.045 0.003 -0.323
C -0.9717 -1.2027 3.7345 -0.018 0.102 0.080
C 0.1342 -2.0417 3.7517 0.002 0.002 0.012
C 0.9724 -1.5563 2.7695 0.081 0.088 0.092
N 0.4250 -0.4588 2.2208 -0.066 -0.468 -0.140
N -0.6494 2.0879 2.1259 -0.251 0.224 -0.265
C -0.5373 3.2246 2.8164 -0.026 0.007 0.061
C 0.5519 3.9311 2.3281 -0.020 0.057 0.011
C 1.0667 3.1347 1.3203 -0.073 0.046 -0.292
N 0.3099 2.0337 1.1827 0.315 -0.111 0.671
N -2.8540 1.2912 3.0227 0.099 0.005 0.098
C -3.6752 2.3664 2.8364 -0.037 0.048 -0.012
C -4.6839 2.2838 3.7553 0.039 0.010 -0.050
C -4.4020 1.1057 4.4791 0.000 0.014 -0.001
N -3.3100 0.5162 4.0399 -0.036 -0.101 0.011
H -3.8754 -0.1605 -1.8350 -0.001 0.007 -0.003
H -1.2063 -0.6870 -2.0784 -0.001 0.010 -0.003
H -4.1208 0.7792 0.7327 -0.015 0.002 -0.021
H -1.8623 -1.1720 4.3389 -0.021 -0.013 -0.003
H 0.3092 -2.8745 4.4095 0.001 0.003 0.000
H 1.9441 -1.9008 2.4591 -0.066 -0.016 0.001
H -1.2424 3.4654 3.5954 0.007 0.010 -0.006
H 0.8948 4.9009 2.6426 0.006 -0.004 0.001
H 1.8886 3.3224 0.6470 0.034 -0.027 0.065
H -3.4807 3.0986 2.0678 -0.006 0.004 0.005
H -5.5024 2.9684 3.8913 -0.004 -0.004 0.003
H -4.9528 0.6735 5.2988 0.005 0.003 0.004
F 0.3243 -6.7315 0.4389 0.002 0.015 -0.007
C 0.6044 -5.5060 0.0482 -0.008 0.029 -0.039
C -0.1349 -4.9063 -0.9629 0.031 0.006 0.051
F -1.1208 -5.5659 -1.5425 -0.011 -0.010 0.002
C 0.1635 -3.6134 -1.3579 -0.034 -0.009 -0.085
F -0.5593 -3.0747 -2.3382 0.010 0.043 0.020
C 1.1882 -2.8828 -0.7650 0.035 0.032 -0.240
S 1.5837 -1.2487 -1.3309 -0.382 -0.272 0.776
C 1.9213 -3.5200 0.2243 -0.011 -0.009 0.049
F 2.9422 -2.8729 0.8148 0.132 0.039 -0.023
C 1.6430 -4.8056 0.6439 -0.004 0.021 0.022
F 2.3603 -5.3570 1.6129 -0.009 -0.012 -0.007
Te 3.5225 0.2702 0.6856 0.192 -0.196 0.356
C 4.5686 2.0428 0.9056 -0.049 -0.057 -0.130
C 4.3496 2.7968 2.0627 -0.041 0.043 -0.033
C 5.0815 3.9554 2.2478 -0.009 -0.009 0.002
C 5.9981 4.3601 1.2816 0.009 0.010 -0.009
C 6.2016 3.6067 0.1294 0.011 0.002 0.020
C 5.4948 2.4338 -0.0649 0.054 -0.016 0.047
C 4.9330 -0.8623 -0.3641 -0.081 0.138 -0.160
C 4.8806 -0.9896 -1.7491 0.080 -0.086 0.038
C 5.8882 -1.7074 -2.3779 -0.017 0.017 0.003
C 6.9058 -2.2841 -1.6309 0.016 -0.008 -0.012
C 6.9380 -2.1439 -0.2492 0.024 -0.006 0.001
C 5.9517 -1.4199 0.4010 0.004 0.037 0.023
H 3.6311 2.4827 2.8107 0.015 -0.015 0.002
H 4.9437 4.5407 3.1466 0.004 0.008 -0.001
H 6.5640 5.2700 1.4300 -0.004 0.001 0.004
H 6.9176 3.9319 -0.6127 0.004 -0.001 0.002
H 5.6716 1.8311 -0.9467 -0.030 -0.001 0.001
H 4.0808 -0.5533 -2.3262 0.028 0.045 -0.037
H 5.8728 -1.8167 -3.4537 -0.002 0.005 -0.001
H 7.6844 -2.8454 -2.1296 -0.005 -0.004 0.002
H 7.7332 -2.5975 0.3263 -0.002 0.003 0.004
H 5.9847 -1.3096 1.4776 -0.015 0.011 0.002


# 3
69
Properties=species:S:1:pos:R:3:forces:R:3 method="wB97M-V/def2-TZVPD" max_force_ev_per_a=3.77 energy_ha=-3504.116265 homo_lumo_gap_ha="0.1272 / 0.2083"
Tl -0.2608 2.1599 -0.3960 -1.002 -0.477 -0.181
O 3.9126 -2.5338 5.6365 -1.327 0.530 1.425
C 2.5686 -1.9710 5.9442 0.236 -1.484 -0.170
C 2.0311 -1.4743 4.6073 0.324 -0.017 -0.121
C 0.8658 -0.7294 4.4841 0.749 0.524 0.801
C 0.4386 -0.2967 3.2410 -0.901 -0.599 -0.368
N 1.0613 -0.6091 2.1154 1.372 -0.321 -0.384
C 2.2164 -1.3203 2.1993 -1.210 -0.007 2.554
C 2.7031 -1.8152 3.4419 -0.291 0.632 -0.693
C 2.8703 -1.7485 0.9890 0.104 -2.301 -1.143
C 3.4261 -3.0718 0.9466 -0.624 1.863 0.532
C 4.0497 -3.5151 -0.1968 -0.554 0.255 0.324
C 4.6332 -4.9021 -0.1781 1.123 -0.419 -1.104
O 3.9046 -5.8447 0.5667 -0.885 0.088 -0.194
C 3.9495 -2.6717 -1.3091 -0.123 -0.347 0.298
C 3.2089 -1.4928 -1.2179 0.921 -0.748 -1.139
N 2.6997 -1.0331 -0.1054 -0.134 0.963 0.342
H 4.3446 -2.7514 6.4821 -0.343 0.112 -0.496
H 2.6316 -1.2011 6.7590 -0.100 -0.533 -0.919
H 1.8447 -2.8136 6.2792 1.281 1.230 -0.263
H 0.4454 -0.3708 5.4092 -0.692 -0.016 0.013
H -0.5451 0.1698 3.0743 0.606 0.178 0.434
H 3.6045 -2.4170 3.5229 -0.216 0.293 -0.265
H 3.2470 -3.6946 1.8092 0.441 -0.204 -0.012
H 5.6445 -4.9440 0.2454 -0.184 0.421 0.023
H 4.7589 -5.2589 -1.2162 -0.077 0.150 0.153
H 3.0495 -5.9228 0.1122 0.214 -0.185 0.420
H 4.3496 -2.9907 -2.2525 0.150 0.005 -0.360
H 3.0307 -0.9310 -2.1339 0.024 0.093 0.191
N -0.5656 4.4521 3.6857 0.595 0.201 -0.194
C -0.5264 4.2113 2.3401 0.835 -1.789 -0.733
O -0.5084 3.0137 1.9022 0.032 3.466 1.483
C -0.4172 5.4944 1.4359 -1.544 -0.286 1.062
C 0.2635 5.2968 0.1593 -0.225 -0.255 -0.563
H -0.3116 3.6317 4.2662 -0.515 1.091 -0.411
H -0.3925 5.4253 4.0281 -0.233 -1.675 -0.396
H 0.1185 6.2817 1.9914 -0.092 -0.213 0.217
H -1.4616 5.8531 1.3573 0.381 -0.081 -0.218
H 1.1317 4.6821 0.2893 0.569 -0.037 -0.704
H -0.0354 5.7451 -0.8043 0.272 -0.382 0.837
Cl -7.5908 -0.5910 -1.1542 0.773 -0.079 0.070
C -6.0949 0.2567 -0.7227 0.198 0.993 -0.305
C -6.2562 1.5527 -0.2368 0.498 -1.452 -0.249
C -5.1929 2.3898 0.0827 1.516 -1.095 -0.313
I -5.6483 4.2072 1.0061 0.370 -0.103 -0.199
C -3.8179 1.9340 -0.1386 -0.843 1.456 0.173
O -2.7915 2.6722 0.0315 -0.011 -0.168 0.044
C -3.6770 0.5640 -0.6041 -0.633 0.024 0.022
N -2.4302 0.0625 -0.6402 0.594 -0.235 -0.222
C -2.2271 -1.1842 -1.0015 0.930 -0.203 0.132
C -3.2329 -2.0871 -1.4169 -0.218 1.845 0.295
C -4.4854 -1.5534 -1.4324 -0.758 -0.058 0.509
C -4.7850 -0.2432 -0.9585 -0.351 -0.457 0.134
H -7.2718 1.8224 -0.0981 -0.685 0.669 0.242
H -1.1824 -1.4975 -0.9298 -0.206 -0.099 -0.105
H -3.0679 -3.1010 -1.6905 0.353 -0.530 -0.182
H -5.3179 -2.1794 -1.6817 -0.405 -0.215 -0.250
F 1.0813 -0.9087 -7.4160 -0.576 -0.257 0.463
C 0.4263 -0.1741 -6.5227 1.003 2.075 -0.883
C -0.8228 -0.4693 -6.0241 -0.445 -2.011 -0.237
F -1.4070 -1.6113 -6.4953 0.303 1.165 0.648
C -1.4352 0.3282 -5.0812 -2.641 0.157 -0.309
F -2.7765 0.0224 -4.8527 2.465 0.496 0.221
C -0.8824 1.5641 -4.6383 0.346 -0.304 -0.847
S -1.5387 2.6413 -3.5151 -0.459 -0.156 0.209
C 0.3052 1.9056 -5.3240 2.247 1.089 0.095
F 1.0335 3.0293 -4.9961 -1.365 -1.186 -0.204
C 0.9478 1.1149 -6.2673 0.394 -0.938 0.409
F 2.1590 1.4415 -6.7925 -1.346 -0.142 0.561


Calculated energy relative to the best compared isomer or geometry (same formula, charge and spin), 41.2; 28.9; 90.3 kcal/mol (same order as the records).